{
  "formula": "C2H7IN3",
  "method": "ωB97M-V with the def2-TZVPD basis set",
  "species": ["C", "C", "N", "N", "N", "I", "H", "H", "H", "H", "H", "H", "H"],
  "coordinates": [[1.19404, 0.01668, 0.71366], [0.52128, -2.04125, -0.58995], [1.11136, -1.00292, 0.14612], [1.10996, 1.20314, 1.05685], [-1.37421, 1.34086, -0.46681], [-2.46281, -0.00552, 0.75094], [1.07785, -1.87473, -1.56736], [-0.63382, -1.81707, -0.77785], [0.60845, -2.93745, -0.12641], [1.14304, 1.60488, 1.97625], [0.99842, 1.96360, 0.35409], [-1.61888, 2.21143, -0.00627], [-1.67469, 1.33834, -1.46325]],
  "forces_ev_per_a": [[-1.169, -4.515, -2.483], [-2.261, 3.275, -3.823], [0.731, 2.646, 2.508], [0.454, 4.761, 0.554], [0.454, 1.464, -2.047], [-1.425, -2.019, 1.612], [-0.905, -1.301, 0.859], [2.466, -0.380, 0.506], [0.710, -2.798, 1.119], [0.167, -0.604, 0.665], [0.051, -1.163, 0.188], [0.292, 0.478, -0.373], [0.435, 0.157, 0.716]],
  "total_energy_ha": -541.92930,
  "s_squared": 2.01,
  "de_lowest_kcal_mol": 0.00,
  "total_charge": 1,
  "multiplicity": 3,
  "e_lumo_ev": [-4.1, -6.5]
}